(1)
{
  "formula": "C32H33IrN7OS3",
  "method": "ωB97M-V/def2-TZVPD",
  "de_lowest_kj_mol": 0.0,
  "lumo_ev": [-2.1, -3.6],
  "charge": 1,
  "multiplicity": 5,
  "gap_ev": [6.7, 7.0],
  "species": ["Ir", "S", "C", "C", "C", "C", "C", "C", "N", "C", "C", "C", "C", "C", "C", "C", "H", "H", "H", "H", "H", "H", "H", "H", "S", "C", "N", "C", "C", "N", "H", "H", "H", "H", "H", "H", "C", "C", "C", "N", "N", "C", "N", "S", "H", "H", "H", "H", "H", "H", "H", "C", "C", "C", "C", "C", "C", "C", "H", "H", "H", "H", "H", "H", "H", "O", "N", "C", "C", "C", "C", "C", "H", "H", "H", "H", "H"],
  "xyz": [[-0.310, -0.065, -0.449], [4.026, -0.050, 2.099], [2.915, 0.208, 3.407], [3.176, 0.293, 4.772], [2.106, 0.481, 5.625], [0.800, 0.583, 5.129], [0.541, 0.505, 3.775], [1.614, 0.319, 2.901], [1.529, 0.207, 1.521], [2.685, 0.003, 0.983], [2.822, -0.223, -0.458], [4.073, -0.459, -1.030], [4.183, -0.684, -2.390], [3.038, -0.664, -3.179], [1.799, -0.414, -2.606], [1.651, -0.199, -1.233], [4.184, 0.209, 5.155], [2.280, 0.546, 6.690], [-0.019, 0.725, 5.822], [-0.463, 0.578, 3.379], [4.964, -0.468, -0.413], [5.151, -0.873, -2.833], [3.116, -0.838, -4.245], [0.924, -0.377, -3.244], [-1.361, 1.696, 0.956], [-0.147, 2.884, 1.060], [0.724, 3.208, 0.118], [1.687, 4.198, 0.592], [1.037, 4.688, 1.901], [0.070, 3.623, 2.159], [0.645, 2.817, -0.833], [1.815, 5.000, -0.131], [2.656, 3.728, 0.770], [0.536, 5.650, 1.775], [1.756, 4.768, 2.713], [-0.585, 3.621, 2.921], [-3.721, -1.175, 4.090], [-2.698, -2.295, 4.231], [-1.681, -2.278, 3.134], [-1.682, -1.454, 2.150], [-0.624, -1.632, 1.302], [0.160, -2.617, 1.637], [1.225, -3.007, 0.904], [-0.342, -3.401, 3.093], [-4.428, -1.214, 4.916], [-4.273, -1.266, 3.156], [-3.235, -0.200, 4.091], [-3.194, -3.268, 4.235], [-2.174, -2.217, 5.187], [1.514, -2.399, 0.150], [1.927, -3.596, 1.316], [-1.741, -1.461, -1.374], [-2.538, -0.498, -2.126], [-3.645, 0.141, -1.533], [-4.461, 0.976, -2.270], [-4.192, 1.214, -3.615], [-3.082, 0.623, -4.209], [-2.258, -0.211, -3.474], [-1.120, -2.119, -1.980], [-2.272, -1.994, -0.593], [-3.866, -0.059, -0.490], [-5.324, 1.433, -1.802], [-4.846, 1.850, -4.198], [-2.871, 0.798, -5.257], [-1.412, -0.694, -3.949], [0.048, 1.999, -2.230], [-0.766, 2.769, -2.919], [-0.525, 2.962, -4.231], [-1.339, 3.785, -4.976], [-2.417, 4.416, -4.373], [-2.653, 4.184, -3.029], [-1.818, 3.350, -2.317], [0.340, 2.438, -4.607], [-1.115, 3.926, -6.024], [-3.063, 5.069, -4.943], [-3.492, 4.635, -2.517], [-1.942, 3.090, -1.274]]
}

---

(2)
{
  "formula": "C32H33MnNO7P4",
  "method": "ωB97M-V/def2-TZVPD",
  "lumo_ev": [-3.9, -3.3],
  "charge": 1,
  "multiplicity": 5,
  "gap_ev": [6.4, 7.1],
  "species": ["Mn", "C", "P", "C", "C", "C", "C", "C", "C", "C", "C", "C", "C", "C", "C", "C", "C", "C", "C", "C", "P", "C", "C", "C", "C", "C", "C", "C", "C", "C", "C", "C", "C", "N", "H", "H", "H", "H", "H", "H", "H", "H", "H", "H", "H", "H", "H", "H", "H", "H", "H", "H", "H", "H", "H", "H", "H", "H", "H", "H", "C", "C", "O", "P", "O", "O", "O", "P", "O", "O", "O", "H", "H", "H", "H", "H", "H", "H"],
  "xyz": [[-0.394, 0.560, -0.468], [-0.801, -2.612, -0.640], [-1.336, -1.213, -1.752], [-1.026, -1.655, -3.491], [-1.981, -2.286, -4.283], [-1.737, -2.488, -5.630], [-0.543, -2.066, -6.193], [0.411, -1.437, -5.408], [0.168, -1.223, -4.064], [-3.155, -1.287, -1.687], [-3.821, -0.097, -1.981], [-5.195, -0.088, -2.149], [-5.912, -1.267, -2.016], [-5.262, -2.443, -1.676], [-3.887, -2.459, -1.515], [-1.010, -2.042, 0.731], [-1.260, -2.568, 1.982], [-1.335, -1.476, 2.883], [-1.121, -0.331, 2.148], [-0.988, 1.123, 2.471], [-1.609, 2.005, 0.944], [-3.326, 2.226, 1.515], [-3.544, 3.242, 2.441], [-4.762, 3.344, 3.084], [-5.771, 2.438, 2.802], [-5.564, 1.445, 1.858], [-4.342, 1.329, 1.212], [-0.998, 3.710, 0.910], [-0.271, 4.330, 1.923], [0.148, 5.640, 1.753], [-0.160, 6.332, 0.592], [-0.868, 5.708, -0.425], [-1.279, 4.399, -0.272], [-0.944, -0.677, 0.830], [0.263, -2.809, -0.828], [-1.360, -3.534, -0.814], [-2.919, -2.604, -3.856], [-2.490, -2.963, -6.242], [-0.363, -2.209, -7.248], [1.336, -1.095, -5.847], [0.886, -0.689, -3.457], [-3.235, 0.815, -2.073], [-5.705, 0.832, -2.395], [-6.979, -1.271, -2.183], [-5.825, -3.356, -1.557], [-3.399, -3.388, -1.261], [-1.367, -3.606, 2.230], [-1.527, -1.544, 3.936], [0.074, 1.360, 2.604], [-1.548, 1.409, 3.362], [-2.753, 3.941, 2.667], [-4.912, 4.121, 3.817], [-6.713, 2.505, 3.326], [-6.356, 0.745, 1.640], [-4.175, 0.542, 0.489], [-0.024, 3.793, 2.831], [0.727, 6.121, 2.529], [0.167, 7.353, 0.464], [-1.100, 6.241, -1.334], [-1.814, 3.892, -1.068], [2.718, 3.850, -0.006], [2.946, 2.573, -0.774], [4.192, 2.513, -1.426], [2.816, 1.036, 0.222], [3.629, -0.106, -0.506], [3.676, 1.317, 1.513], [1.450, 0.549, 0.583], [1.718, 2.364, -2.173], [2.434, 1.090, -2.899], [1.617, 3.551, -3.012], [0.427, 1.763, -1.613], [3.519, 4.036, 0.712], [1.769, 3.797, 0.526], [2.672, 4.673, -0.719], [4.860, 2.984, -0.907], [3.382, -0.250, -1.425], [3.937, 0.520, 1.977], [3.034, 1.430, -3.565]]
}

---

(3)
{
  "formula": "C32H33N2Sb2ScSe",
  "method": "ωB97M-V/def2-TZVPD",
  "de_lowest_kj_mol": 56.8,
  "lumo_ev": -7.1,
  "charge": 2,
  "gap_ev": 6.7,
  "species": ["Sc", "C", "C", "C", "Sb", "C", "C", "C", "C", "C", "C", "C", "C", "C", "C", "C", "C", "Sb", "C", "C", "C", "C", "C", "C", "C", "C", "C", "C", "C", "C", "H", "H", "H", "H", "H", "H", "H", "H", "H", "H", "H", "H", "H", "H", "H", "H", "H", "H", "H", "H", "H", "H", "H", "H", "H", "H", "Se", "C", "C", "C", "N", "C", "C", "H", "H", "H", "H", "N", "H", "H", "H"],
  "xyz": [[1.263, 0.740, 0.409], [-1.134, 3.976, 2.333], [-0.275, 3.683, 3.560], [-0.475, 2.320, 4.221], [-0.325, 0.497, 3.034], [-0.600, -0.901, 4.616], [-1.411, -2.007, 4.379], [-1.707, -2.879, 5.417], [-1.204, -2.638, 6.687], [-0.373, -1.549, 6.915], [-0.067, -0.679, 5.881], [1.857, 0.417, 2.985], [2.654, 1.520, 2.612], [4.046, 1.417, 2.644], [4.650, 0.220, 2.996], [3.870, -0.881, 3.318], [2.485, -0.783, 3.316], [-0.363, 3.147, 0.487], [1.219, 4.517, 0.084], [2.515, 4.017, -0.006], [3.584, 4.849, -0.295], [3.352, 6.201, -0.504], [2.063, 6.710, -0.421], [0.997, 5.874, -0.125], [-1.828, 3.627, -0.978], [-1.931, 2.780, -2.079], [-2.854, 3.053, -3.077], [-3.674, 4.168, -2.968], [-3.577, 5.005, -1.865], [-2.656, 4.736, -0.863], [-1.159, 5.051, 2.146], [-2.159, 3.627, 2.464], [-0.529, 4.427, 4.321], [0.778, 3.855, 3.321], [-1.481, 2.261, 4.642], [0.239, 2.200, 5.034], [-1.818, -2.189, 3.391], [-2.341, -3.737, 5.237], [-1.457, -3.302, 7.502], [0.031, -1.372, 7.903], [0.592, 0.163, 6.062], [2.219, 2.516, 2.528], [4.654, 2.292, 2.447], [5.729, 0.145, 3.031], [4.338, -1.815, 3.600], [1.887, -1.635, 3.617], [2.699, 2.945, 0.135], [4.588, 4.449, -0.363], [4.181, 6.856, -0.732], [1.885, 7.763, -0.595], [-0.009, 6.274, -0.076], [-1.275, 1.920, -2.176], [-2.935, 2.399, -3.934], [-4.397, 4.380, -3.743], [-4.222, 5.869, -1.781], [-2.593, 5.389, -0.001], [2.612, -1.238, -0.444], [4.476, -0.801, -0.300], [5.383, -1.826, -0.087], [6.725, -1.489, 0.063], [7.161, -0.242, -0.032], [6.299, 0.731, -0.280], [4.935, 0.505, -0.409], [5.051, -2.854, -0.040], [7.471, -2.246, 0.273], [6.713, 1.728, -0.380], [4.255, 1.322, -0.620], [-0.773, -0.384, -0.444], [-0.663, -0.599, -1.435], [-1.677, 0.074, -0.361], [-0.878, -1.291, 0.006]]
}

---

(4)
{
  "formula": "C32H34As2BF6N3O3RuS2",
  "method": "ωB97M-V/def2-TZVPD",
  "de_lowest_kj_mol": 70.6,
  "lumo_ev": [3.9, 3.9],
  "charge": -2,
  "multiplicity": 5,
  "gap_ev": [5.8, 6.4],
  "species": ["Ru", "S", "C", "S", "C", "C", "N", "C", "N", "C", "As", "C", "C", "O", "H", "H", "H", "H", "H", "H", "H", "H", "H", "N", "H", "H", "H", "C", "C", "C", "C", "C", "C", "C", "C", "C", "C", "C", "C", "C", "C", "C", "H", "H", "H", "H", "H", "H", "H", "H", "H", "H", "F", "As", "F", "F", "F", "F", "F", "C", "C", "C", "C", "C", "C", "C", "C", "O", "B", "O", "C", "C", "H", "H", "H", "H", "H", "H", "H", "H", "H", "H", "H", "H"],
  "xyz": [[0.106, 0.903, 1.109], [2.725, 0.958, 1.589], [2.720, 2.390, 0.642], [1.165, 2.913, 0.107], [3.880, 3.087, 0.338], [5.153, 2.673, 0.832], [6.197, 2.373, 1.224], [3.871, 4.252, -0.487], [3.908, 5.186, -1.163], [1.789, -2.068, 3.184], [0.823, -0.737, 4.156], [-0.262, -1.739, 5.381], [2.100, 0.231, 5.209], [-0.145, 0.322, 3.318], [2.353, -2.663, 3.904], [2.457, -1.591, 2.469], [1.081, -2.701, 2.655], [0.364, -2.380, 6.001], [-0.950, -2.349, 4.794], [-0.824, -1.044, 6.002], [2.608, -0.434, 5.906], [1.559, 1.008, 5.747], [2.810, 0.691, 4.522], [-2.184, 0.567, 1.134], [-2.668, 1.253, 0.560], [-2.507, 0.721, 2.087], [-2.478, -0.351, 0.830], [0.402, -1.102, 0.046], [0.263, -2.333, 0.213], [0.069, -3.649, 0.490], [-1.027, -4.033, 1.381], [-1.919, -3.062, 1.876], [-2.926, -3.371, 2.771], [-3.089, -4.671, 3.238], [-2.198, -5.638, 2.795], [-1.189, -5.332, 1.892], [1.103, -4.591, 0.017], [2.445, -4.194, -0.053], [3.428, -5.046, -0.530], [3.107, -6.331, -0.953], [1.779, -6.736, -0.908], [0.794, -5.879, -0.438], [-1.777, -2.039, 1.568], [-3.584, -2.581, 3.115], [-3.877, -4.917, 3.938], [-2.280, -6.656, 3.162], [-0.499, -6.112, 1.604], [2.707, -3.189, 0.257], [4.454, -4.700, -0.572], [3.875, -6.997, -1.324], [1.501, -7.723, -1.260], [-0.240, -6.199, -0.460], [-2.270, 3.355, 1.905], [-3.973, 3.713, 2.047], [-4.268, 2.796, 0.577], [-4.158, 2.242, 2.969], [-5.673, 4.010, 2.179], [-3.687, 4.609, 3.500], [-3.775, 5.144, 1.093], [-2.217, 3.640, -5.708], [-0.912, 4.150, -5.084], [-1.233, 5.271, -4.085], [-0.051, 4.735, -6.202], [-0.207, 3.015, -4.339], [1.131, 2.697, -4.549], [1.799, 1.717, -3.803], [1.079, 1.063, -2.838], [1.496, 0.119, -1.946], [0.384, -0.109, -1.112], [-0.747, 0.592, -1.606], [-0.260, 1.359, -2.632], [-0.922, 2.317, -3.351], [-2.706, 4.442, -6.267], [-2.917, 3.290, -4.949], [-2.020, 2.811, -6.392], [-1.745, 6.096, -4.589], [-0.318, 5.653, -3.631], [-1.875, 4.913, -3.279], [-0.619, 5.505, -6.730], [0.240, 3.971, -6.926], [0.854, 5.201, -5.810], [1.700, 3.237, -5.292], [2.850, 1.513, -3.950], [-1.953, 2.545, -3.116]]
}

---

(5)
{
  "formula": "C32H34AuClNPSi",
  "method": "ωB97M-V/def2-TZVPD",
  "de_lowest_kj_mol": 0.0,
  "lumo_ev": [0.4, -1.9],
  "charge": 0,
  "multiplicity": 3,
  "gap_ev": [7.1, 4.7],
  "species": ["C", "C", "C", "H", "C", "C", "H", "H", "H", "H", "Au", "Cl", "P", "C", "C", "H", "C", "H", "C", "H", "C", "H", "C", "H", "C", "C", "H", "C", "H", "C", "H", "C", "H", "C", "H", "C", "C", "H", "C", "H", "C", "H", "C", "H", "C", "H", "C", "Si", "C", "C", "N", "C", "C", "C", "C", "C", "C", "H", "H", "H", "H", "H", "H", "H", "H", "H", "H", "H", "H", "H", "H"],
  "xyz": [[-0.196, 2.939, 1.266], [-0.082, 3.023, -0.150], [-1.358, 2.739, -0.721], [0.791, 3.377, -0.683], [-2.285, 2.507, 0.356], [-1.559, 2.687, 1.586], [-1.995, 2.740, 2.573], [0.594, 3.165, 1.981], [-1.629, 2.834, -1.767], [-3.355, 2.369, 0.258], [-0.836, 0.542, 0.340], [-2.289, -1.365, 0.147], [0.136, -0.166, -1.706], [-0.976, 0.187, -3.092], [-0.502, 0.546, -4.367], [0.561, 0.692, -4.542], [-1.405, 0.711, -5.421], [-1.030, 0.988, -6.405], [-2.775, 0.516, -5.226], [-3.477, 0.637, -6.059], [-3.247, 0.153, -3.960], [-4.311, -0.015, -3.793], [-2.354, -0.007, -2.908], [-2.727, -0.319, -1.931], [1.753, 0.507, -2.191], [1.870, 1.858, -2.570], [0.979, 2.485, -2.642], [3.121, 2.407, -2.854], [3.202, 3.464, -3.112], [4.270, 1.609, -2.807], [5.252, 2.040, -3.039], [4.159, 0.260, -2.459], [5.049, -0.368, -2.414], [2.915, -0.291, -2.155], [2.844, -1.347, -1.888], [0.379, -1.964, -1.756], [0.288, -2.654, -2.973], [0.026, -2.119, -3.885], [0.516, -4.031, -3.007], [0.451, -4.560, -3.957], [0.819, -4.728, -1.833], [0.999, -5.808, -1.864], [0.888, -4.040, -0.614], [1.122, -4.575, 0.308], [0.649, -2.671, -0.570], [0.617, -2.153, 0.390], [2.445, 0.081, 1.479], [1.236, -0.161, 2.902], [1.398, -1.952, 3.434], [1.769, 1.089, 4.189], [-0.481, 0.083, 2.552], [-1.498, -0.013, 3.439], [-2.865, 0.212, 3.069], [-3.904, 0.145, 3.991], [-3.652, -0.188, 5.324], [-2.336, -0.432, 5.720], [-1.279, -0.347, 4.815], [3.459, -0.093, 1.876], [2.417, 1.097, 1.060], [2.288, -0.632, 0.658], [2.432, -2.149, 3.748], [0.731, -2.201, 4.269], [1.152, -2.625, 2.599], [1.792, 2.102, 3.758], [1.114, 1.111, 5.070], [2.786, 0.836, 4.520], [-3.101, 0.404, 2.025], [-4.921, 0.345, 3.662], [-4.466, -0.263, 6.046], [-2.115, -0.699, 6.749], [-0.259, -0.552, 5.161]]
}

---

(6)
{
  "formula": "C32H34Br2CsN5O3PSSe",
  "method": "ωB97M-V/def2-TZVPD",
  "de_lowest_kj_mol": 182.5,
  "lumo_ev": 1.7,
  "charge": -1,
  "gap_ev": 6.1,
  "species": ["Cs", "C", "C", "C", "C", "C", "Br", "N", "C", "H", "H", "H", "H", "H", "H", "C", "C", "C", "C", "C", "C", "C", "S", "O", "O", "N", "C", "C", "C", "C", "C", "C", "C", "C", "N", "C", "H", "H", "H", "H", "H", "H", "H", "H", "H", "H", "H", "H", "H", "C", "C", "C", "C", "C", "Br", "N", "C", "H", "H", "H", "H", "H", "H", "C", "P", "C", "C", "O", "H", "H", "H", "H", "H", "H", "H", "H", "H", "Se", "C", "N"],
  "xyz": [[-0.429, -0.365, -1.420], [3.146, 2.729, 3.050], [1.943, 2.982, 2.194], [1.048, 3.995, 2.512], [-0.072, 4.218, 1.731], [-0.223, 3.396, 0.634], [-1.729, 3.628, -0.514], [0.613, 2.455, 0.272], [1.676, 2.232, 1.049], [3.564, 3.669, 3.412], [3.911, 2.186, 2.505], [2.876, 2.125, 3.920], [1.230, 4.610, 3.387], [-0.788, 4.994, 1.960], [2.351, 1.446, 0.728], [-2.018, 3.384, 5.470], [-1.763, 2.264, 4.496], [-2.609, 2.080, 3.407], [-2.387, 1.054, 2.501], [-1.314, 0.201, 2.692], [-0.445, 0.383, 3.756], [-0.678, 1.408, 4.658], [-0.984, -1.172, 1.586], [0.231, -0.767, 0.886], [-0.867, -2.350, 2.414], [-2.112, -1.209, 0.496], [-3.111, -2.140, 0.465], [-3.735, -2.690, 1.579], [-4.766, -3.629, 1.455], [-5.199, -4.060, 0.229], [-4.592, -3.550, -0.936], [-4.943, -3.981, -2.234], [-4.315, -3.448, -3.324], [-3.319, -2.475, -3.114], [-2.950, -2.064, -1.929], [-3.560, -2.574, -0.833], [-1.844, 4.357, 5.003], [-1.365, 3.302, 6.339], [-3.054, 3.367, 5.810], [-3.447, 2.755, 3.266], [-3.053, 0.886, 1.663], [0.388, -0.300, 3.873], [-0.007, 1.552, 5.498], [-3.390, -2.394, 2.560], [-5.226, -4.023, 2.354], [-5.996, -4.789, 0.136], [-5.704, -4.745, -2.351], [-4.566, -3.759, -4.330], [-2.800, -2.029, -3.959], [4.563, -3.140, 0.860], [3.838, -3.085, -0.450], [4.110, -3.982, -1.474], [3.417, -3.915, -2.674], [2.464, -2.923, -2.778], [1.456, -2.746, -4.390], [2.177, -2.056, -1.838], [2.850, -2.127, -0.692], [5.464, -3.748, 0.782], [3.923, -3.569, 1.634], [4.840, -2.142, 1.186], [4.869, -4.743, -1.332], [3.607, -4.602, -3.486], [2.569, -1.411, 0.072], [1.182, 1.094, -5.836], [0.494, 1.748, -4.288], [1.857, 2.510, -3.375], [-0.632, 3.089, -4.776], [-0.220, 0.693, -3.525], [1.501, 1.877, -6.523], [0.401, 0.485, -6.293], [2.022, 0.441, -5.594], [2.416, 3.216, -3.991], [2.524, 1.721, -3.024], [1.449, 3.023, -2.502], [-0.175, 3.797, -5.467], [-0.965, 3.606, -3.875], [-1.497, 2.617, -5.242], [5.146, 0.806, -0.215], [5.311, 0.321, 1.496], [5.419, -0.002, 2.610]]
}

---

Q: What is the formula in the second record?
A: C32H33MnNO7P4